Version 1
An isolated molecule of C3H4N4. Source: the Open Molecules 2025 dataset; level of theory: the ωB97M-V functional and the def2-TZVPD basis.

CARTESIAN COORDINATES (ANGSTROEM)
N 1.79 0.06 -0.80
H 2.31 0.92 -0.71
H 0.66 0.38 1.94
H 2.07 -0.63 -1.48
N -0.14 -1.18 -0.53
C -1.90 0.09 0.13
C 0.13 0.50 0.99
N -1.16 0.78 1.01
N -1.45 -1.05 -0.37
C 0.63 -0.17 -0.16
H -2.95 0.31 -0.01

Values from the calculation:
Kohn-Sham gap = 9.334 eV
SMILES = Nc1cncnn1
HOMO level = -0.324 hartree

Version 2
An isolated molecule of C3H4N4. Source: the Open Molecules 2025 dataset; level of theory: the ωB97M-V functional and the def2-TZVPD basis.

CARTESIAN COORDINATES (ANGSTROEM)
H 2.52 0.50 -0.26
N -0.28 -1.00 -0.91
C 0.56 -0.15 -0.31
N -1.20 0.80 0.97
H -3.00 -0.21 0.71
N 1.89 -0.21 -0.59
C -1.97 -0.14 0.37
H 0.70 1.59 1.03
N -1.57 -0.98 -0.57
C 0.06 0.81 0.60
H 2.29 -1.01 -1.05

Values from the calculation:
Kohn-Sham gap = 9.404 eV
SMILES = Nc1cncnn1
HOMO level = -0.337 hartree

Version 3
An isolated molecule of C3H4N4. Source: the Open Molecules 2025 dataset; level of theory: the ωB97M-V functional and the def2-TZVPD basis.

CARTESIAN COORDINATES (ANGSTROEM)
H -2.59 1.14 -0.93
H 1.66 -2.57 0.19
C -0.72 1.30 -0.04
H -1.43 -0.68 -0.83
N -1.89 1.72 -0.48
C -0.59 -0.15 -0.32
N 0.44 -0.80 0.02
C 1.47 -1.51 0.34
N 3.31 -0.27 1.46
H -2.15 2.70 -0.37
N 2.49 -0.87 0.96

Values from the calculation:
Kohn-Sham gap (alpha / beta) = 8.188 / 8.189 eV
HOMO level (alpha / beta) = -0.296 / -0.296 hartree

Version 4
An isolated molecule of C3H4N4. Source: the Open Molecules 2025 dataset; level of theory: the ωB97M-V functional and the def2-TZVPD basis.

CARTESIAN COORDINATES (ANGSTROEM)
N 0.72 1.26 0.60
N 0.04 0.39 -0.23
N -1.06 -1.42 -0.26
H -0.03 -2.43 -2.04
C -0.26 -1.55 -1.40
H 0.54 2.31 2.54
H 1.08 0.04 -2.01
C 0.38 -0.32 -1.41
N -0.89 -0.43 0.39
H -0.72 0.74 2.01
C 0.21 1.43 1.80

Values from the calculation:
Kohn-Sham gap = 9.648 eV
SMILES = C=Nn1ccnn1
HOMO level = -0.347 hartree

Result of the stability comparison: version 2 is the most stable of them.

Version 1
An isolated molecule of C3H4N4. Source: the Open Molecules 2025 dataset; level of theory: the ωB97M-V functional and the def2-TZVPD basis.

CARTESIAN COORDINATES (ANGSTROEM)
N -1.33 0.45 -0.30
H -0.33 -1.22 -0.19
H -1.95 -1.60 0.12
H -3.28 -0.25 0.00
C 2.07 -0.42 0.12
C 0.97 0.57 0.20
H 2.15 2.12 0.10
N 2.99 -1.04 -0.23
N 1.15 1.89 -0.11
C -2.28 -0.45 -0.02
N -0.17 -0.06 0.30

Values from the calculation:
Kohn-Sham gap = 9.092 eV
SMILES = [H]/N=C(\C#N)NN=C
HOMO level = -0.354 hartree

Version 2
An isolated molecule of C3H4N4. Source: the Open Molecules 2025 dataset; level of theory: the ωB97M-V functional and the def2-TZVPD basis.

CARTESIAN COORDINATES (ANGSTROEM)
C -1.50 -0.06 -0.07
H 0.52 1.32 2.08
H 0.61 -0.57 -2.58
N -0.99 0.84 1.02
N -0.91 -0.54 -1.01
H 2.17 0.31 1.06
N 1.16 -0.19 0.74
H -2.36 -0.80 0.19
C 0.24 0.71 1.24
C 0.36 -0.31 -1.45
N 1.38 -0.44 -0.61

Values from the calculation:
Kohn-Sham gap = 8.849 eV
SMILES = C1=NC=NNC=N1
HOMO level = -0.328 hartree

Result of the stability comparison: version 2 is the most stable of them.

Version 1
An isolated molecule of C3H4N4. Source: the Open Molecules 2025 dataset; level of theory: the ωB97M-V functional and the def2-TZVPD basis.

CARTESIAN COORDINATES (ANGSTROEM)
N 0.18 -1.24 -0.20
H 2.51 0.74 0.20
N -1.62 0.06 0.14
H -2.68 0.06 0.36
H -1.57 -2.04 0.02
H -1.41 2.08 -0.30
C 0.96 -0.05 -0.06
C -0.83 1.21 -0.02
N 0.44 1.26 -0.09
N 2.27 -0.27 0.16
C -1.09 -1.09 0.02

Values from the calculation:
Kohn-Sham gap = 8.879 eV
SMILES = N=c1nc[nH]cn1
HOMO level = -0.321 hartree

Version 2
An isolated molecule of C3H4N4. Source: the Open Molecules 2025 dataset; level of theory: the ωB97M-V functional and the def2-TZVPD basis.

CARTESIAN COORDINATES (ANGSTROEM)
C -0.04 0.44 0.35
C -0.81 -0.72 -0.25
N 1.17 0.84 0.10
C 2.33 -0.55 -1.65
N -0.75 1.17 1.24
H 0.48 -1.57 -1.41
H -1.59 0.80 1.65
N 1.79 0.10 -0.83
H -0.26 1.89 1.75
N -0.48 -1.63 -1.07
H -1.84 -0.76 0.12

Values from the calculation:
Kohn-Sham gap = 9.623 eV
HOMO level = -0.363 hartree

Result of the stability comparison: version 1 is the most stable of them.

Version 1
A cluster of 2 separate species, C6H15N4 in total. Source: the Open Molecules 2025 dataset; level of theory: the ωB97M-V functional and the def2-TZVPD basis.

CARTESIAN COORDINATES (ANGSTROEM)
H 0.07 -2.26 -3.10
H -0.53 -2.37 2.34
H 0.24 -1.34 -0.83
H 1.35 3.54 0.12
C 0.25 1.75 0.44
H -2.32 -2.61 2.28
H -2.68 -0.73 0.97
H 0.77 -0.81 -2.94
H -0.82 -0.82 -2.80
H -0.19 3.73 1.01
C 1.29 0.67 -0.18
H -0.10 3.43 -0.68
N -0.79 1.01 0.73
C -1.67 -1.20 0.88
N 0.00 -1.38 -2.57
H 2.89 1.88 -0.54
N -0.70 -0.24 0.63
H 1.23 -1.22 0.79
C 0.60 -0.62 0.02
H -1.62 -1.86 0.07
H -1.59 -1.09 2.91
N 2.46 1.03 -0.79
H 2.99 0.30 -1.24
C 0.33 3.14 0.28
C -1.47 -1.93 2.22

Values from the calculation:
Kohn-Sham gap (alpha / beta) = 7.365 / 7.485 eV
spin multiplicity = 3
charge = +1
HOMO level (alpha / beta) = -0.367 / -0.501 hartree

Version 2
The ion C6H15N4 with charge +1. Source: the Open Molecules 2025 dataset; level of theory: the ωB97M-V functional and the def2-TZVPD basis.

CARTESIAN COORDINATES (ANGSTROEM)
N -1.58 -1.84 0.00
H 2.52 -1.89 -0.63
H -3.93 -0.14 0.45
H 1.66 -0.26 -2.28
H -2.36 -1.93 0.53
C -1.79 0.58 0.18
H 1.70 2.03 -0.52
H -1.31 -2.71 -0.46
H -1.27 1.39 -0.34
H 3.36 1.31 -0.49
C 1.00 -0.22 -1.39
H -3.46 -0.41 -1.11
H 2.55 1.68 1.07
H -1.77 0.68 1.30
C -3.25 0.37 -0.29
C -0.96 -0.62 -0.26
N 0.85 -0.46 0.94
C 1.84 -0.12 -0.11
H -3.61 1.31 -0.67
H 0.60 0.35 1.52
N -0.25 -0.44 -1.36
C 2.38 1.35 0.02
N 2.95 -1.14 -0.12
H 3.77 -0.82 -0.60
H 1.27 -1.14 1.62

Values from the calculation:
Kohn-Sham gap (alpha / beta) = 7.177 / 6.233 eV
spin multiplicity = 3
charge = +1
HOMO level (alpha / beta) = -0.373 / -0.517 hartree

Result of the stability comparison: version 1 is the most stable of them.

Version 1
A structure of composition C26H41CsKLi3N3O14S. Source: the Open Molecules 2025 dataset; level of theory: the ωB97M-V functional and the def2-TZVPD basis.

CARTESIAN COORDINATES (ANGSTROEM)
H 0.71 -3.72 6.46
H -2.28 -0.96 -0.67
O 2.02 -3.62 10.06
O -1.63 -2.45 1.78
C -4.60 0.94 -4.37
H -5.28 1.63 -3.86
O 0.48 4.06 4.49
O 5.06 1.04 3.28
O 0.72 -4.95 8.79
H -4.04 1.54 -5.10
C 1.65 -4.91 9.79
H 1.93 4.16 -2.79
H -3.00 1.23 -2.98
H -4.21 -2.07 -2.93
H -2.69 2.97 -4.43
S 0.94 -1.56 3.97
Li 5.41 -1.28 1.54
C -0.09 -3.39 7.13
Cs -1.50 0.02 -6.12
H 3.27 3.48 0.53
C -0.93 -1.75 0.88
C 1.71 1.93 -2.38
H 0.61 1.82 -2.01
C 2.50 4.36 0.31
H -8.10 -2.76 -5.59
H 7.92 -0.07 0.11
H 7.27 1.18 1.43
H -7.74 -3.53 -4.03
O -4.23 -0.13 -2.13
O -1.97 2.86 -5.02
C -4.80 -1.42 -2.28
H 1.21 -1.84 9.41
C 5.66 -0.61 -1.48
H -0.31 -2.34 6.94
O -0.45 -0.51 -2.79
H -4.86 -1.88 -1.29
N -1.38 -1.47 -0.55
O 2.60 0.81 -2.02
H -0.97 -3.99 6.88
C -7.43 -2.74 -4.72
C 0.29 -3.62 8.59
N -5.45 -0.01 -5.10
H -3.93 -1.50 -5.18
C 0.55 -1.05 1.04
H -0.58 -3.43 9.23
H 1.65 1.95 -3.57
H -5.83 -1.33 -2.65
O -0.26 6.67 -3.09
H -6.49 -1.86 -6.83
H -7.54 -1.79 -4.19
C 1.48 -2.82 9.02
H -2.91 -0.34 -3.73
C -0.38 -0.82 -1.49
O 1.55 3.87 -0.71
C 1.57 -0.88 2.31
H 3.43 3.44 -1.85
H 3.06 5.35 -0.03
C 2.26 3.41 -1.92
C -5.65 -2.22 -6.22
H -4.24 -0.64 -6.70
C 4.08 0.10 3.39
Li 0.88 1.67 -5.31
H 2.36 4.57 2.66
C -4.72 -1.07 -5.81
K 2.45 6.95 -0.49
H -5.07 -2.91 -6.84
C 3.37 0.45 0.60
H -0.42 5.76 -3.27
C 5.66 0.34 -0.11
H -6.09 -0.43 -4.44
H 6.87 -0.74 1.53
C 2.29 0.28 -0.67
H 6.33 -0.10 -2.30
C -3.62 0.38 -3.32
H 0.72 4.04 1.79
O -6.08 -2.98 -5.08
H 1.10 3.35 4.52
O 2.10 -5.89 10.35
H 2.24 -2.70 8.24
O 4.05 -0.63 4.68
H 1.94 -2.33 4.60
C 3.04 -0.11 2.14
Li -1.57 0.59 0.89
C 7.02 0.20 0.84
C 0.86 -0.50 -0.47
H 1.30 5.85 1.73
N 4.65 1.21 0.24
H 4.58 -0.89 -1.84
C 1.68 4.73 1.70
H 6.23 -1.61 -1.17

Values from the calculation:
Kohn-Sham gap = 1.720 eV
charge = +1
HOMO level = -0.273 hartree

Version 2
A structure of composition C26H41CsKLi3N3O14S. Source: the Open Molecules 2025 dataset; level of theory: the ωB97M-V functional and the def2-TZVPD basis.

CARTESIAN COORDINATES (ANGSTROEM)
C 3.94 2.68 -2.42
C 1.41 1.68 -0.76
N 3.71 2.11 -1.30
O -7.81 1.02 1.57
C 3.36 -7.37 -6.64
O 4.40 -7.28 -5.78
H -2.16 -0.32 0.65
H -6.15 0.80 3.56
N -1.73 -0.09 -0.26
H 2.03 -0.99 2.05
H 2.29 -8.01 -4.19
C 0.29 0.90 -0.69
Li -0.62 5.23 1.84
C 2.74 -0.13 -1.77
H 1.60 -5.04 -4.43
C -4.34 1.65 3.91
Li 4.00 0.83 -3.79
Cs -3.55 4.57 1.82
H 4.39 0.89 2.56
C -3.45 1.16 2.75
C 1.23 3.03 1.10
H 3.20 4.62 -2.97
H -7.77 -0.33 3.17
H 2.17 -2.70 -3.36
H -3.99 2.63 4.24
H -8.33 2.45 3.00
H 1.37 3.09 5.39
O -1.33 -2.16 -1.24
O 5.08 0.02 -2.13
H 2.14 -3.28 0.37
O 1.99 2.76 6.05
H 5.54 3.46 -3.66
O 1.95 -3.55 1.28
H 6.16 2.38 -2.38
C 2.46 -7.01 -4.61
O 3.45 -7.67 -7.78
H 0.82 4.04 1.35
H -8.75 -0.78 1.77
C 0.42 -0.45 -1.15
H -6.08 3.62 2.82
H -9.34 0.47 2.88
S 1.57 -2.66 -2.15
O 2.36 1.45 2.25
H -1.93 2.99 4.55
H -3.56 1.77 1.84
H 3.42 3.08 1.35
H -4.19 0.97 4.75
C 2.95 3.57 -3.18
H 4.44 -7.03 -3.71
H -4.52 -1.50 1.15
O 2.19 -7.07 -6.02
O -1.82 3.85 4.14
C -6.20 2.55 2.55
C 3.48 0.64 1.94
K 4.66 0.88 4.36
H -2.41 1.29 3.07
H 0.50 2.32 1.50
H -5.58 2.34 1.67
C -8.44 0.06 2.40
H 3.32 -1.21 3.25
C 3.11 -0.86 2.21
H 3.14 3.42 -4.26
C 1.59 -0.96 -1.67
C -0.93 -1.09 -0.93
H -4.99 0.19 0.93
C 2.61 1.18 -1.31
O 4.07 -1.68 -3.06
C -4.73 -0.57 1.67
H 1.84 -5.88 -2.88
C 4.05 -0.66 -2.35
O -3.58 -0.22 2.43
C -7.65 2.30 2.16
Li 0.01 -1.15 1.34
C 2.51 2.80 1.88
C 1.56 -6.01 -3.93
H -5.58 -0.76 2.34
O 1.41 2.99 -0.31
H -7.92 3.02 1.39
H 3.64 -1.53 1.53
H 4.10 -5.57 -4.67
H 3.70 0.76 0.87
C 5.36 2.53 -3.10
O -1.52 2.18 0.29
H 0.52 -6.34 -3.97
C 3.92 -6.65 -4.59
H 5.31 1.73 -3.88
N -5.80 1.73 3.69
C -1.09 1.16 -0.16
H 1.90 3.33 -2.98
H 2.48 3.40 2.81

Values from the calculation:
Kohn-Sham gap = 2.777 eV
charge = +1
HOMO level = -0.281 hartree

Result of the stability comparison: version 2 is the most stable of them.